A cluster of 9 separate species, C32H64NO18S6 in total. Source: the Open Molecules 2025 dataset; level of theory: wB97M-V/def2-TZVPD.

## Properties
Net charge ... +1
Maximum force ... 0.195 hartree/bohr
Calculated total energy ... -5055.113825 hartree

Geometry as XYZ:
```
121
C32H64NO18S6 wB97M-V/def2-TZVPD
N -15.061 -10.610 -3.249
H -14.947 -10.209 -2.323
H -16.005 -11.133 -3.094
H -14.201 -11.334 -3.599
H -15.339 -9.941 -3.801
C -16.955 -14.433 -1.905
C -15.632 -15.415 -2.119
C -16.097 -16.927 -2.025
O -15.229 -17.368 -2.989
C -14.774 -16.525 -3.839
O -13.987 -16.766 -4.759
O -15.218 -15.322 -3.478
H -16.488 -13.487 -2.009
H -17.386 -14.512 -0.905
H -17.608 -14.640 -2.625
H -14.822 -15.058 -1.208
H -17.305 -17.110 -1.933
H -15.888 -17.345 -1.171
C -21.545 -11.079 -5.454
C -21.330 -11.853 -4.158
C -20.659 -13.218 -4.307
O -19.670 -13.242 -3.403
C -19.449 -12.017 -2.999
O -18.371 -11.598 -2.334
O -20.481 -11.146 -3.375
H -20.750 -11.088 -6.138
H -22.050 -10.226 -5.065
H -22.393 -11.624 -5.878
H -22.367 -12.002 -3.412
H -20.298 -13.278 -5.254
H -21.458 -14.184 -3.990
C -19.996 -7.897 -6.224
C -20.277 -7.564 -4.758
C -19.003 -6.886 -4.152
S -17.611 -7.552 -5.011
O -17.044 -8.480 -4.051
O -16.894 -6.537 -5.579
C -18.516 -8.423 -6.313
H -20.204 -6.911 -6.681
H -20.443 -8.653 -6.777
H -20.273 -8.663 -4.237
H -21.349 -7.002 -4.503
H -19.039 -6.784 -3.241
H -19.023 -5.798 -4.298
H -18.384 -9.470 -6.074
H -18.230 -8.145 -7.171
C -11.987 -13.520 1.082
C -13.285 -13.654 2.043
C -14.215 -12.548 1.458
S -13.368 -11.487 0.276
O -13.442 -10.037 0.566
O -13.794 -11.996 -0.969
C -11.836 -12.089 0.701
H -12.130 -14.189 0.185
H -11.049 -13.785 1.526
H -13.021 -13.362 3.085
H -13.817 -14.503 2.174
H -14.652 -12.185 2.297
H -14.940 -13.177 0.891
H -11.499 -11.268 1.381
H -11.306 -12.178 -0.199
C -11.843 -13.845 -3.984
C -10.830 -13.518 -3.022
C -9.548 -13.405 -3.713
S -9.803 -12.997 -5.364
O -9.212 -14.119 -6.146
O -9.320 -11.640 -5.495
C -11.610 -13.060 -5.241
H -12.797 -13.674 -3.747
H -11.749 -14.839 -4.227
H -10.634 -14.171 -2.059
H -10.962 -12.720 -2.501
H -8.876 -14.222 -3.739
H -8.828 -12.714 -3.491
H -12.103 -13.430 -6.220
H -11.895 -11.993 -5.200
C -9.081 -7.224 -2.196
C -10.021 -6.932 -1.028
C -11.245 -7.873 -0.985
S -10.833 -9.146 -2.218
O -11.991 -9.579 -2.971
O -9.944 -9.982 -1.548
C -9.743 -8.138 -3.128
H -8.159 -7.643 -1.862
H -8.630 -6.396 -2.837
H -10.266 -5.850 -0.991
H -9.404 -7.152 -0.155
H -12.175 -7.346 -1.319
H -11.290 -8.381 -0.018
H -10.417 -7.597 -3.859
H -8.883 -8.708 -3.654
C -15.536 -14.665 -7.095
C -15.046 -13.394 -7.982
C -15.698 -12.176 -7.350
S -16.843 -12.739 -6.160
O -18.059 -11.914 -6.369
O -16.139 -12.709 -4.986
C -17.012 -14.388 -6.794
H -15.055 -14.701 -6.186
H -15.602 -15.441 -7.589
H -15.506 -13.696 -9.049
H -13.923 -13.353 -8.072
H -16.182 -11.578 -8.139
H -14.870 -11.649 -6.774
H -17.507 -14.111 -7.740
H -17.621 -15.151 -6.160
C -18.843 -8.065 -0.066
C -17.752 -7.238 0.614
C -16.491 -7.997 0.579
S -16.929 -9.726 0.555
O -16.564 -10.325 1.781
O -16.276 -10.350 -0.601
C -18.675 -9.544 0.390
H -18.780 -8.086 -1.177
H -19.773 -7.958 0.064
H -17.846 -7.234 1.621
H -17.282 -6.297 0.092
H -16.111 -8.099 1.597
H -15.805 -7.572 -0.155
H -18.981 -9.787 1.338
H -19.115 -10.291 -0.179
```

A structure of composition C32H64O22S4. Source: the Open Molecules 2025 dataset; level of theory: wB97M-V/def2-TZVPD.

## Properties
Maximum force ... 0.025 hartree/bohr
Calculated total energy ... -4505.527471 hartree

Geometry as XYZ:
```
122
C32H64O22S4 wB97M-V/def2-TZVPD
C 1.499 5.108 2.507
C 0.967 3.701 2.744
C -0.575 3.901 2.604
O -0.791 5.317 2.626
C 0.384 5.972 3.079
H 1.641 5.370 1.458
H 2.480 5.222 2.978
H 1.118 3.385 3.776
H 1.340 2.941 2.056
H -1.110 3.448 3.437
H -0.944 3.506 1.656
H 0.399 6.103 4.165
H 0.400 6.956 2.607
C 2.226 4.773 -1.859
C 2.021 6.225 -1.465
C 0.505 6.373 -1.631
O -0.044 5.071 -1.337
C 0.987 4.094 -1.277
H 3.145 4.335 -1.466
H 2.259 4.680 -2.945
H 2.580 6.912 -2.103
H 2.286 6.482 -0.438
H 0.210 6.593 -2.659
H 0.051 7.062 -0.923
H 0.785 3.204 -1.880
H 1.116 3.811 -0.226
C -3.499 -1.819 2.728
C -2.722 -3.124 2.861
C -2.620 -3.313 4.363
O -3.927 -2.917 4.818
C -4.273 -1.730 4.081
H -4.165 -1.907 1.876
H -2.802 -0.981 2.700
H -1.766 -3.123 2.331
H -3.301 -3.959 2.464
H -1.927 -2.619 4.848
H -2.466 -4.359 4.612
H -3.927 -0.878 4.671
H -5.342 -1.672 3.894
C 2.522 -5.861 -1.320
C 2.621 -4.347 -1.326
C 2.254 -4.039 -2.791
O 2.731 -5.136 -3.550
C 3.062 -6.228 -2.697
H 1.471 -6.156 -1.253
H 3.014 -6.355 -0.482
H 3.617 -3.937 -1.140
H 1.952 -3.898 -0.591
H 2.720 -3.103 -3.101
H 1.171 -3.889 -2.860
H 4.142 -6.415 -2.693
H 2.606 -7.145 -3.078
C 4.893 2.985 2.499
C 4.681 3.004 0.977
C 4.045 1.631 0.653
O 3.893 0.936 1.899
C 4.763 1.520 2.860
H 4.130 3.594 2.984
H 5.847 3.404 2.818
H 5.608 3.121 0.417
H 4.013 3.826 0.728
H 4.712 1.025 0.038
H 3.056 1.744 0.213
H 5.739 1.016 2.773
H 4.421 1.292 3.869
C 0.377 0.481 0.059
C 0.852 -0.559 -0.958
C -0.490 -1.161 -1.459
O -1.536 -0.512 -0.722
C -0.944 -0.091 0.511
H 0.167 1.428 -0.449
H 1.060 0.713 0.877
H 1.412 -1.364 -0.487
H 1.396 -0.084 -1.770
H -0.518 -2.242 -1.290
H -0.676 -0.958 -2.512
H -0.832 -0.978 1.150
H -1.628 0.587 1.019
C -1.944 -4.774 -3.016
C -2.789 -3.595 -2.541
O -2.823 -3.738 -1.099
S -2.092 -5.053 -0.604
O -2.901 -5.778 0.290
O -0.764 -4.701 -0.242
O -2.061 -5.785 -2.015
H -0.902 -4.460 -3.091
H -2.275 -5.174 -3.968
H -3.798 -3.542 -2.942
H -2.266 -2.658 -2.716
C -4.928 0.062 -0.889
C -5.188 1.548 -0.690
O -6.438 1.642 0.008
S -6.777 0.318 0.815
O -8.081 -0.116 0.470
O -6.457 0.454 2.185
O -5.665 -0.593 0.143
H -3.871 -0.189 -0.811
H -5.261 -0.313 -1.860
H -5.292 2.128 -1.601
H -4.409 1.993 -0.068
C 0.984 -0.823 -7.675
C 0.630 -2.253 -8.022
O 0.595 -2.869 -6.715
S -0.067 -1.868 -5.673
O 0.736 -1.886 -4.508
O -1.462 -2.080 -5.558
O 0.181 -0.545 -6.535
H 0.686 -0.152 -8.479
H 2.053 -0.733 -7.481
H 1.383 -2.776 -8.603
H -0.356 -2.370 -8.474
C 1.601 0.750 5.065
C 1.340 0.106 3.710
O -0.074 -0.144 3.670
S -0.839 0.489 4.910
O -1.051 -0.513 5.891
O -1.913 1.287 4.484
O 0.372 1.421 5.372
H 2.395 1.488 5.017
H 1.771 -0.012 5.825
H 1.854 -0.855 3.647
H 1.644 0.668 2.832
```

A cluster of 8 separate species, C32H64O8 in total. Source: the Open Molecules 2025 dataset; level of theory: wB97M-V/def2-TZVPD.

## Properties
Structure (SMILES) ... C1CCOC1.C1CCOC1.C1CCOC1.C1CCOC1.C1CCOC1.C1CCOC1.C1CCOC1.C1CCOC1
Maximum force ... 0.092 hartree/bohr
Calculated total energy ... -1859.342173 hartree

Geometry as XYZ:
```
104
C32H64O8 wB97M-V/def2-TZVPD
C 2.367 0.788 -4.342
C 1.675 1.840 -3.563
C 0.453 2.174 -4.409
O 0.083 0.872 -4.872
C 1.207 -0.039 -4.852
H 3.056 0.135 -3.806
H 2.936 1.353 -5.081
H 2.269 2.716 -3.303
H 1.390 1.536 -2.556
H 0.590 2.769 -5.312
H -0.307 2.563 -3.732
H 1.400 -0.281 -5.897
H 1.021 -0.894 -4.203
C 0.068 -5.195 -2.769
C -0.600 -4.234 -1.765
C 0.262 -4.325 -0.511
O 1.463 -4.923 -0.922
C 1.179 -5.806 -1.981
H 0.534 -4.626 -3.574
H -0.629 -5.807 -3.342
H -1.665 -4.434 -1.649
H -0.519 -3.195 -2.085
H -0.375 -4.772 0.252
H 0.540 -3.300 -0.266
H 0.915 -6.822 -1.686
H 2.059 -5.979 -2.601
C 2.076 3.696 -0.200
C 3.332 2.888 -0.388
C 4.195 3.228 0.824
O 3.326 3.769 1.726
C 2.284 4.476 1.107
H 1.153 3.118 -0.239
H 1.925 4.491 -0.930
H 3.833 3.147 -1.321
H 3.207 1.808 -0.465
H 4.990 3.929 0.570
H 4.661 2.363 1.298
H 2.591 5.522 1.069
H 1.423 4.553 1.771
C 4.796 -3.271 -1.628
C 3.693 -2.370 -1.789
C 3.974 -1.193 -0.965
O 5.135 -1.492 -0.167
C 5.886 -2.515 -0.825
H 5.303 -3.656 -2.513
H 4.579 -4.205 -1.110
H 2.746 -2.849 -1.541
H 3.570 -2.059 -2.827
H 3.011 -0.990 -0.496
H 4.179 -0.306 -1.564
H 6.541 -3.180 -0.262
H 6.666 -2.084 -1.453
C -4.371 0.306 3.372
C -4.647 1.665 3.987
C -5.802 2.223 3.227
O -6.221 1.110 2.364
C -5.193 0.250 2.105
H -4.667 -0.576 3.940
H -3.291 0.209 3.257
H -3.871 2.400 3.775
H -4.772 1.673 5.070
H -5.581 3.182 2.758
H -6.588 2.386 3.964
H -4.683 0.593 1.204
H -5.673 -0.692 1.838
C -3.426 4.382 -0.987
C -2.013 4.527 -0.485
C -2.150 4.775 1.033
O -3.292 4.008 1.400
C -4.146 3.856 0.287
H -3.597 3.856 -1.927
H -3.896 5.337 -1.220
H -1.479 5.371 -0.921
H -1.462 3.611 -0.699
H -2.242 5.845 1.223
H -1.275 4.448 1.594
H -5.082 4.407 0.376
H -4.383 2.797 0.177
C 0.567 -3.192 3.523
C -0.827 -3.109 2.933
C -1.674 -3.616 4.108
O -0.958 -3.021 5.264
C 0.428 -2.761 4.997
H 1.260 -2.519 3.017
H 0.868 -4.239 3.544
H -0.961 -3.704 2.030
H -1.047 -2.046 2.834
H -1.675 -4.706 4.123
H -2.714 -3.291 4.097
H 1.081 -3.339 5.652
H 0.547 -1.678 5.042
C -1.993 0.030 -0.005
C -0.786 0.589 0.828
C 0.332 -0.361 0.363
O -0.026 -0.585 -0.998
C -1.334 -0.127 -1.338
H -2.913 0.613 0.039
H -2.325 -0.933 0.384
H -0.902 0.479 1.906
H -0.378 1.573 0.598
H 0.457 -1.265 0.958
H 1.206 0.289 0.417
H -1.749 -0.803 -2.086
H -1.125 0.838 -1.798
```

A cluster of 8 separate species, C32H64O8 in total. Source: the Open Molecules 2025 dataset; level of theory: wB97M-V/def2-TZVPD.

## Properties
Structure (SMILES) ... C1CCOC1.C1CCOC1.C1CCOC1.C1CCOC1.C1CCOC1.C1CCOC1.C1CCOC1.C1CCOC1
Maximum force ... 0.167 hartree/bohr
Calculated total energy ... -1858.957969 hartree

Geometry as XYZ:
```
104
C32H64O8 wB97M-V/def2-TZVPD
C -10.082 -1.154 -5.097
C -9.630 -1.844 -6.297
C -9.637 -0.664 -7.266
O -10.841 0.047 -6.896
C -11.204 -0.194 -5.543
H -9.277 -0.612 -4.600
H -10.592 -1.732 -4.326
H -10.391 -2.572 -6.580
H -8.670 -2.267 -6.001
H -9.745 -0.837 -8.336
H -8.777 -0.030 -7.048
H -12.192 -0.635 -5.674
H -11.297 0.746 -4.998
C -5.871 5.936 -11.761
C -6.285 4.687 -12.552
C -5.494 3.572 -11.858
O -5.220 4.061 -10.511
C -4.960 5.490 -10.583
H -6.858 6.279 -11.451
H -5.518 6.838 -12.260
H -5.932 4.816 -13.576
H -7.318 4.355 -12.656
H -4.529 3.345 -12.312
H -6.055 2.669 -11.617
H -3.911 5.787 -10.592
H -5.471 5.906 -9.715
C -8.706 2.141 -9.170
C -7.850 3.437 -9.265
C -8.566 4.106 -10.350
O -9.017 3.044 -11.191
C -8.839 1.714 -10.631
H -9.592 2.192 -8.538
H -8.180 1.259 -8.803
H -6.873 3.229 -9.702
H -8.009 4.061 -8.385
H -8.193 4.853 -11.050
H -9.442 4.585 -9.914
H -7.921 1.318 -11.064
H -9.763 1.137 -10.665
C -4.113 -2.265 -8.217
C -2.710 -2.751 -8.581
C -1.752 -1.920 -7.737
O -2.449 -0.739 -7.431
C -3.774 -1.019 -7.276
H -4.580 -3.024 -7.589
H -4.541 -2.011 -9.187
H -2.398 -2.479 -9.589
H -2.588 -3.807 -8.341
H -0.914 -1.624 -8.368
H -1.380 -2.411 -6.838
H -4.440 -0.160 -7.354
H -3.847 -1.288 -6.222
C -6.686 -0.994 -8.737
C -5.999 0.397 -8.665
C -6.059 0.760 -10.158
O -7.208 0.061 -10.715
C -7.832 -0.718 -9.648
H -7.008 -1.235 -7.723
H -5.986 -1.746 -9.100
H -4.991 0.361 -8.252
H -6.559 1.101 -8.049
H -5.205 0.310 -10.664
H -6.047 1.846 -10.245
H -8.210 -1.693 -9.954
H -8.588 -0.087 -9.180
C -5.260 -5.306 -8.022
C -6.390 -4.295 -8.105
C -6.462 -4.035 -9.592
O -5.183 -4.210 -10.082
C -4.290 -4.847 -9.140
H -5.650 -6.323 -8.062
H -4.691 -5.259 -7.094
H -6.222 -3.368 -7.557
H -7.291 -4.783 -7.734
H -6.715 -3.008 -9.854
H -7.265 -4.571 -10.097
H -3.719 -4.109 -8.577
H -3.646 -5.603 -9.589
C -8.209 -1.086 -14.779
C -8.258 0.266 -13.987
C -8.042 -0.195 -12.555
O -8.779 -1.408 -12.502
C -8.442 -2.159 -13.690
H -7.286 -1.160 -15.352
H -9.007 -1.235 -15.506
H -9.269 0.651 -14.127
H -7.390 0.902 -14.156
H -8.440 0.541 -11.856
H -7.029 -0.388 -12.201
H -9.292 -2.826 -13.838
H -7.596 -2.836 -13.565
C -5.303 3.872 -7.205
C -4.856 2.554 -7.689
C -3.752 2.234 -6.666
O -3.202 3.491 -6.311
C -4.093 4.565 -6.571
H -6.050 3.643 -6.445
H -5.809 4.507 -7.932
H -4.442 2.700 -8.687
H -5.591 1.751 -7.750
H -2.940 1.563 -6.948
H -4.175 1.869 -5.730
H -3.661 5.307 -7.242
H -4.397 5.038 -5.638
```

> What is the maximum force in the fourth record?

0.167 hartree/bohr